Below is a cluster of 8 separate species, C28H67Br2N5O12PS7 in total in a non-equilibrium geometry, with properties calculated with ωB97M-V/def2-TZVPD.

The geometry in ORCA input format:
```
! wB97M-V def2-TZVPD RIJCOSX def2/J DEFGRID3
* xyz 1 1
C 10.0114 1.2901 -1.5802
C 8.9139 2.2673 -1.1083
C 7.9896 1.6642 -0.0287
O 8.3398 0.7737 0.6524
O 6.7358 2.2574 0.0750
C 5.7641 1.4628 -0.6310
C 5.1068 0.4611 0.3527
C 3.6433 0.0764 0.0142
C 2.6569 1.1236 -0.5049
P 2.3492 2.7072 0.4344
N 0.9804 2.7747 1.1644
O 2.4209 3.9187 -0.6654
O 3.4879 2.9644 1.5742
N 1.5430 0.2103 -0.8171
C 0.3692 0.7364 -1.4453
Br 0.4283 2.0826 -2.8112
C -0.8078 0.2863 -1.0476
C -2.1497 0.7620 -1.5941
Br -0.9124 -1.0734 0.3426
C 2.1133 -0.9041 -1.4503
N 1.4958 -1.5998 -2.4012
N 3.3468 -1.0296 -0.9172
N 4.3687 -1.6805 -1.6011
C 4.1527 -3.1230 -1.8546
C 4.8607 -0.9462 -2.7102
C 6.2762 -1.3263 -3.1905
O 4.2938 -0.0517 -3.2562
H 9.6501 0.5995 -2.3603
H 10.8185 1.8783 -2.0529
H 10.4848 0.7349 -0.7565
H 8.2631 2.4876 -1.9746
H 9.3357 3.2003 -0.6968
H 6.3505 0.8733 -1.3670
H 5.0634 2.0736 -1.2202
H 5.6894 -0.4618 0.5031
H 5.0878 0.9507 1.3391
H 3.1819 -0.2843 0.9824
H 2.9698 1.4570 -1.5266
H 0.4902 1.8926 1.0182
H 2.9871 3.6701 -1.4149
H 4.3788 3.0150 1.1812
H -2.9062 0.0086 -1.3342
H -2.1200 0.8286 -2.6916
H -2.4759 1.6949 -1.1068
H 1.2007 -2.5623 -2.3380
H 1.3324 -1.1322 -3.2885
H 4.8088 -3.6945 -1.1688
H 4.5085 -3.3806 -2.8649
H 3.1307 -3.4673 -1.6733
H 6.7171 -2.1215 -2.5684
H 6.9438 -0.4515 -3.1170
H 6.2786 -1.6495 -4.2411
C -7.3702 -0.2534 -1.3148
S -6.3041 1.1361 -0.9209
O -5.0714 1.0057 -1.7542
C -5.8900 0.5831 0.7401
H -7.7206 -0.1382 -2.3400
H -6.8129 -1.1871 -1.2255
H -8.2263 -0.2571 -0.6357
H -5.4277 -0.4040 0.6968
H -6.7963 0.5499 1.3458
H -5.1893 1.2954 1.1735
C -2.7628 2.8917 -6.2475
S -3.6187 1.9200 -4.9963
O -3.0144 0.5563 -5.0038
C -5.1882 1.8147 -5.8683
H -1.7340 3.0461 -5.9225
H -2.7672 2.3578 -7.1985
H -3.2569 3.8582 -6.3548
H -5.0397 1.3471 -6.8423
H -5.6036 2.8156 -5.9887
H -5.8687 1.2088 -5.2725
C 2.2599 -1.4009 4.4679
S 3.3039 0.0556 4.3444
O 3.7928 0.1335 2.9306
C 4.6559 -0.5913 5.3379
H 1.3609 -1.2301 3.8778
H 2.7904 -2.2721 4.0801
H 1.9813 -1.5630 5.5083
H 5.0340 -1.5130 4.8943
H 4.3016 -0.7775 6.3517
H 5.4497 0.1535 5.3624
C 0.7192 7.0495 -6.9507
S 0.2226 5.9775 -5.5937
O 0.2866 4.5720 -6.0880
C -1.5093 6.4678 -5.5925
H 1.7749 6.8778 -7.1526
H 0.1347 6.8148 -7.8408
H 0.5692 8.0905 -6.6637
H -1.9502 6.2704 -6.5704
H -1.5859 7.5281 -5.3509
H -2.0291 5.8850 -4.8333
C 1.0632 -5.8385 4.6953
S 0.0162 -4.4621 4.1981
O -0.0295 -3.5059 5.3396
C -1.5266 -5.3884 4.2079
H 2.0847 -5.4737 4.7911
H 0.7250 -6.2324 5.6553
H 1.0257 -6.6167 3.9323
H -1.6961 -5.8129 5.1982
H -1.4784 -6.1810 3.4608
H -2.3375 -4.7052 3.9598
C -12.3839 -1.3072 0.8337
S -11.0984 -0.7474 -0.2928
O -10.0374 -0.0966 0.5308
C -12.0707 0.5633 -1.0503
H -11.9770 -2.1119 1.4436
H -12.6961 -0.4840 1.4767
H -13.2317 -1.6806 0.2590
H -12.4032 1.2661 -0.2859
H -12.9292 0.1279 -1.5622
H -11.4424 1.0814 -1.7728
C -1.9842 -4.1074 8.2055
S -0.5365 -4.6137 9.1450
O -0.2413 -6.0268 8.7770
C -1.3503 -4.6337 10.7509
H -1.7070 -4.0663 7.1529
H -2.7884 -4.8312 8.3471
H -2.3036 -3.1183 8.5353
H -2.1945 -5.3235 10.7297
H -1.6907 -3.6275 10.9973
H -0.6285 -4.9646 11.4956
*
```

Summary:
Kohn-Sham gap in eV: 7.26
Highest occupied orbital energy in Eh: -0.3701
E_tot in eV: -287351.5581